[1]
46
Properties=species:S:1:pos:R:3:forces:R:3:mulliken_charge:R:1 method="wB97M-V/def2-TZVPD" homo_lumo_gap_ha=0.3102 max_force_ev_per_a=1.24 charge=0 relative_energy_kcal_mol=15.20
C 0.66418 1.28748 1.09621 -0.133 0.035 0.089 0.485
C 2.11266 3.46723 1.51411 -0.278 -0.370 -0.048 -0.469
H -2.74535 -1.16034 1.17703 0.115 -0.061 0.059 0.313
O 2.18502 4.11258 -0.72853 -0.044 0.379 0.132 -0.337
H 2.26833 4.84669 -2.60618 -0.007 -0.044 0.034 0.237
C -0.37203 -0.08324 -0.18289 0.020 0.099 0.116 0.729
O 3.13915 2.14499 -0.22496 0.142 0.039 -0.146 -0.580
H -4.79306 -0.36163 2.22514 -0.034 0.000 0.083 0.392
C 2.43986 -4.17874 0.26058 0.042 -0.114 -0.041 -0.678
H -1.14757 -2.05959 0.01426 0.094 -0.030 -0.087 0.404
H -2.04264 -0.60735 -2.37211 0.018 -0.037 0.119 0.317
C -4.30503 0.07449 -1.56105 0.093 -0.017 0.075 -0.438
C 2.42866 3.89196 -2.11267 0.166 -0.209 -0.277 -0.654
N 0.34353 -0.03204 0.98384 -0.213 0.747 -0.295 0.316
N 0.17394 1.97313 0.10029 0.359 0.492 0.755 -0.272
H 3.45011 3.53944 -2.26878 -0.104 0.060 -0.023 0.306
S 1.65672 1.93424 2.36646 0.193 0.174 0.352 -0.206
C 2.53741 3.13611 0.09377 0.233 0.057 0.113 0.652
N -0.47318 1.10859 -0.69833 -0.573 -0.800 -0.750 -0.879
H 0.75449 -3.83165 1.53069 -0.109 -0.039 0.048 0.375
H 2.29455 -5.24855 0.24092 -0.011 -0.089 -0.012 0.383
H 1.31588 -0.68657 2.66599 -0.141 -0.113 -0.065 0.539
C 3.66659 -2.23247 -0.40995 0.027 0.056 -0.003 -0.759
H 4.16096 -4.22773 -1.00944 0.052 -0.053 -0.050 0.391
Cl -7.08985 0.92620 1.15626 -0.200 0.078 0.100 -0.233
H -6.23031 1.00279 -1.55548 -0.075 0.042 -0.038 0.397
H 1.72683 3.14469 -2.48744 0.037 0.035 0.020 0.256
H 2.95400 -0.36286 0.33461 -0.001 0.184 -0.003 0.436
C -5.46451 0.52331 -0.96624 0.048 -0.010 0.104 -0.749
C 3.48663 -3.60538 -0.44038 0.017 -0.101 -0.020 -0.411
C 1.75079 -2.00528 1.02183 0.002 -0.110 0.057 0.683
C -0.96513 -1.32124 -0.77157 -0.114 -0.051 -0.084 -0.921
H 2.94591 3.89273 2.07369 -0.023 0.004 -0.034 0.431
C 0.80492 -1.12349 1.80140 0.157 -0.340 0.140 -1.328
C 1.57190 -3.38065 0.98552 -0.013 0.123 0.090 -0.408
H 1.26683 4.15196 1.50354 0.133 0.005 -0.023 0.331
C -4.65555 -0.24439 1.16140 -0.211 0.127 -0.093 -0.988
C -5.63807 0.36144 0.39939 0.152 -0.086 0.023 0.374
C -3.29892 -0.54694 -0.81491 -0.382 0.008 0.137 0.427
H 4.48087 -1.77886 -0.95415 0.079 0.043 -0.051 0.431
H -0.25463 -1.76386 -1.47821 -0.105 -0.046 0.153 0.225
C -3.49588 -0.69432 0.55864 0.211 -0.012 -0.167 0.070
C 2.80519 -1.43296 0.31942 -0.019 0.001 0.015 -0.092
H -4.16545 0.20525 -2.62398 0.003 0.006 -0.134 0.334
H -0.05381 -1.70046 2.16100 0.129 0.071 0.035 0.360
N -2.19488 -1.05474 -1.47874 0.265 -0.134 -0.403 -0.193


[2]
42
Properties=species:S:1:pos:R:3:forces:R:3:mulliken_spin:R:1 method="wB97M-V/def2-TZVPD" homo_lumo_gap_ha="0.1836 / 0.1870" spin_multiplicity=8 max_force_ev_per_a=3.58 charge=-1 relative_energy_kcal_mol=55.78
H 1.20300 -0.74838 -7.43116 -0.066 0.129 0.267 0.000
C 0.77037 -2.52113 1.28954 -0.288 0.037 0.247 0.009
C -0.02830 1.80846 -5.55652 0.059 -0.014 -0.043 0.000
C 0.20443 -0.18915 -4.19464 0.366 0.752 -1.287 -0.001
H -0.54666 1.69316 -3.45300 0.131 -0.074 -0.269 0.000
C 0.41717 2.57889 1.47025 0.170 -0.045 0.238 0.012
Eu 0.15026 0.03199 0.77258 -0.147 -0.034 3.109 6.996
H -2.02532 -0.11890 -2.59629 0.054 -0.412 0.136 -0.001
H 1.02566 -1.90785 -5.23846 -0.097 0.406 -0.082 0.000
C -1.35583 -0.01227 6.30301 -0.192 0.466 0.143 0.000
H 0.54836 3.05800 0.49528 0.025 -0.082 0.262 -0.001
H -1.61886 -2.10431 3.61927 0.256 0.290 -0.101 0.001
C 1.50124 -1.98209 2.40210 -0.861 -0.322 -0.249 -0.004
H -1.22194 1.80627 4.30426 0.325 -0.203 -0.325 0.000
H 1.17991 -2.81249 0.32031 -0.004 -0.111 0.211 -0.002
C -0.16424 1.16249 -4.32665 0.094 -0.494 -0.061 0.000
H 1.36912 1.19717 4.38876 -0.156 -0.045 -0.259 0.001
H 0.56952 1.65569 -7.63663 -0.092 -0.143 0.299 0.000
O -1.26581 -0.35788 5.09665 -0.243 0.460 1.237 0.000
C 1.44981 1.98654 2.28810 -0.540 0.456 -0.215 -0.002
H 0.61575 -1.83941 -2.83016 -0.452 0.356 0.201 0.000
C -0.72083 -2.10264 3.01337 0.672 -0.176 -0.562 -0.010
H 2.57468 -1.84425 2.46197 -0.059 -0.013 -0.066 0.001
C 0.72617 -0.85766 -5.33441 -0.309 0.109 0.756 0.001
H -1.79412 2.80703 1.86930 0.275 0.076 0.072 0.000
H -1.43917 -2.96764 1.07393 0.143 -0.010 0.073 0.000
C 0.85439 1.60507 3.52380 -0.259 0.391 -0.503 -0.013
H -1.55840 -0.84017 7.02643 0.009 -0.388 0.122 0.000
C -0.01180 -0.94912 -2.96063 -0.738 0.706 2.163 0.002
H -0.30170 2.85754 -5.63843 0.026 -0.164 0.046 0.000
H 0.84037 -1.45633 4.46874 -0.204 0.238 -0.231 0.001
C 0.82705 -0.20843 -6.56133 -0.047 0.303 0.009 0.000
C -0.51823 1.92826 3.48391 0.085 0.034 -0.657 -0.013
O -1.28554 1.11611 6.86506 0.071 -0.597 -0.835 0.000
C -1.28990 -0.82632 -2.20156 1.138 -0.264 -0.273 0.007
H 2.51244 1.95242 2.04940 -0.187 0.049 0.045 -0.001
C 0.45752 1.13872 -6.68256 0.058 -0.409 0.442 0.001
C -0.81050 2.47413 2.20161 0.598 -0.096 0.015 0.000
C 0.58184 -1.75647 3.46303 -0.162 -0.443 -0.919 -0.014
H -1.63475 -1.74139 -1.70537 -0.088 0.554 0.106 -0.002
C -0.62129 -2.56631 1.67004 0.835 0.163 0.014 0.006
O -0.16587 -0.14736 -1.57292 -0.201 -1.437 -3.276 0.025


[3]
44
Properties=species:S:1:pos:R:3:forces:R:3:mulliken_spin:R:1 method="wB97M-V/def2-TZVPD" homo_lumo_gap_ha="0.2660 / 0.1953" spin_multiplicity=3 max_force_ev_per_a=2.49 charge=0 relative_energy_kcal_mol=6.95
H 3.73564 2.36607 1.11428 -0.106 0.124 0.203 -0.003
H 1.96613 -2.18579 -1.72250 0.050 0.375 -0.195 -0.002
C 2.26600 1.36015 4.01458 0.188 0.329 0.250 0.001
H -0.61750 2.96140 -3.32778 -0.280 0.093 0.363 0.000
H -0.71886 -2.97898 2.00795 -0.374 -0.133 0.149 0.009
H 3.28332 -1.51287 -3.75916 -0.133 0.037 -0.033 0.000
C 3.18254 1.87345 4.94401 0.118 -0.064 -0.451 0.001
Pd 0.01750 -0.61957 0.33979 -0.156 -1.130 0.139 1.268
H 0.65243 1.86383 -4.15515 0.194 -0.223 0.038 0.001
C -0.96786 2.71169 -2.32834 0.170 -0.417 0.370 -0.002
H 2.97799 1.78295 6.01785 0.323 -0.176 -0.476 0.000
C -1.73300 2.00676 0.21588 0.047 0.342 -0.616 0.013
C -2.77579 -2.52829 2.60358 -0.068 -0.148 0.192 0.001
O 1.83303 0.85155 0.45726 0.184 1.428 2.029 0.000
N -0.98819 1.15872 -0.50651 -0.159 0.108 -0.502 0.054
C -2.10635 3.26224 -0.28341 0.203 -0.336 0.050 0.003
C -1.62927 -3.49935 2.33099 0.112 -0.054 0.007 -0.001
C 1.74004 -1.27401 -2.28189 0.249 0.378 -0.449 -0.002
H 2.56373 0.55404 -5.06055 -0.207 -0.203 0.392 0.000
C 2.05317 0.23375 -4.14665 -0.139 -0.276 0.523 -0.005
C 3.59261 2.27151 2.18793 -0.026 0.151 0.400 -0.004
H -2.60327 -1.95578 3.51825 0.061 0.033 -0.110 0.001
C 0.38001 0.60479 -2.41769 1.412 -0.727 -0.990 -0.003
C 0.99276 0.97427 -3.63559 -0.259 -0.041 0.409 0.006
H 5.34136 3.40978 2.74676 -0.166 -0.465 0.227 0.000
H -1.95831 4.59258 -1.99616 -0.010 -0.262 0.150 0.000
H -2.66222 3.94652 0.35498 0.089 -0.176 -0.218 0.000
I 1.89354 -2.32819 1.32259 -0.385 0.101 -0.331 0.477
H 1.40659 0.75802 4.32196 0.220 0.424 -0.062 -0.001
C 4.50993 2.79161 3.10266 -0.263 -0.352 0.233 0.000
C 2.44545 -0.90455 -3.43780 -0.259 -0.039 0.155 0.003
C 1.46283 1.05143 1.66236 0.381 -0.291 -0.945 0.004
C -1.71361 3.61681 -1.57721 0.076 -0.399 0.148 0.003
C -0.58471 1.47892 -1.75701 -0.918 1.475 0.779 -0.002
H -1.36551 -4.06907 3.22871 -0.087 0.054 -0.111 -0.001
H -2.90528 -1.82035 1.78519 -0.012 0.039 -0.068 0.000
C 4.32974 2.53446 4.47547 -0.079 0.225 -0.064 0.001
H 5.11166 2.84316 5.17967 -0.480 0.096 -0.218 0.000
C 2.46523 1.58856 2.65365 -0.142 -0.174 -0.187 0.017
O 0.29132 0.73185 2.10286 0.933 0.124 -0.356 0.098
H -3.72637 -3.05548 2.73753 0.108 0.043 -0.042 0.000
H -1.89032 -4.22130 1.55014 0.023 0.106 0.055 0.001
H -2.00860 1.67297 1.21789 0.182 0.140 -0.310 0.001
N 0.77269 -0.51289 -1.77660 -0.612 -0.136 -0.528 0.064


[4]
49
Properties=species:S:1:pos:R:3:forces:R:3:mulliken_charge:R:1 method="wB97M-V/def2-TZVPD" homo_lumo_gap_ha=0.2080 max_force_ev_per_a=1.17 charge=+1 relative_energy_kcal_mol=0.00
I -7.98073 1.44379 0.70410 0.036 -0.016 0.002 0.129
C 4.63296 1.59563 -1.68745 -0.023 0.027 -0.025 -1.410
N -0.90703 1.27044 2.74579 0.500 0.452 -0.308 -0.535
H 2.48039 -0.74633 -1.83996 -0.002 0.041 -0.057 0.440
H -1.05085 -4.30245 1.34801 0.009 0.007 0.050 0.565
C -3.84803 0.27804 0.20047 -0.010 0.040 -0.012 -0.244
N -0.32101 3.55745 1.90877 -0.020 0.025 0.014 -0.470
C 2.08620 -3.21545 0.96732 -0.176 -0.021 -0.740 -0.351
N 0.66454 1.80325 -1.16150 -0.004 -0.010 0.089 -0.905
H 2.59154 4.41343 -1.55530 0.003 0.003 0.006 0.372
C -2.39654 -1.49418 1.23599 -0.129 -0.165 0.312 0.315
C -5.07117 0.91894 0.09209 0.068 -0.022 -0.002 -0.582
Pt 0.35093 -1.86100 0.65612 1.000 -0.425 -0.086 1.858
H 5.55258 2.08279 -1.36660 0.005 -0.015 0.003 0.425
H -4.62718 -2.02584 2.55402 -0.013 -0.002 0.002 0.455
H 4.89800 0.85178 -2.44321 0.005 0.000 0.010 0.352
N 0.22218 0.94716 -0.33454 -0.033 -0.008 -0.061 0.237
O -2.18514 -2.35204 2.07687 -0.103 0.191 -0.253 -0.704
H -3.00585 0.61319 -0.38932 -0.015 0.005 -0.002 0.410
H 2.69243 1.29218 -3.65682 -0.006 -0.008 -0.001 0.469
H -0.32069 -3.98513 -1.27678 -0.093 0.001 0.052 0.493
H 3.06668 -2.88567 1.26682 -0.018 -0.003 0.120 0.451
C 1.76930 -0.03284 -1.46473 -0.003 -0.089 0.139 -0.068
O -1.47340 -1.09507 0.36787 -0.156 -0.079 -0.033 -0.844
C -3.69660 -0.78673 1.08248 0.094 -0.048 -0.004 0.370
H 1.04098 -3.73132 2.87219 -0.030 0.095 -0.007 0.449
C 0.28202 -3.79650 -0.40429 0.237 -0.032 0.518 -0.336
C -5.99483 -0.57232 1.75749 0.081 -0.020 -0.011 -0.527
C -0.15074 0.33512 2.42744 -0.295 -0.478 0.124 1.026
C -0.08267 -3.99095 0.99313 -0.659 -0.286 -0.927 -0.404
C -6.13672 0.48585 0.86865 -0.128 0.028 0.024 -0.048
H 4.22781 1.08327 -0.80971 0.001 -0.002 0.004 0.288
C -4.76840 -1.20582 1.86339 -0.020 -0.002 0.008 -0.482
C 3.27101 3.65740 -1.16115 0.009 0.001 -0.034 -1.440
H 2.78251 3.19238 -0.30227 0.013 -0.013 -0.001 0.307
H 2.19016 -3.08262 -1.28322 0.026 0.008 0.063 0.566
C 1.03143 -3.69950 1.79281 0.259 0.545 0.561 -0.489
C 1.62713 -3.33986 -0.39804 -0.110 -0.028 0.147 -0.594
C 2.41954 1.98101 -2.85823 0.052 0.078 0.026 -1.165
H 4.16356 4.16276 -0.79404 -0.004 0.003 -0.006 0.421
N 0.88740 -0.21665 -0.50105 -0.167 0.193 0.046 -0.191
C -0.57465 2.50230 2.29279 -0.205 -0.280 0.141 0.499
H -6.82892 -0.89643 2.36342 -0.009 0.009 -0.006 0.386
N 0.52165 -0.64595 2.25507 0.013 0.331 0.172 -0.943
C 3.65253 2.63324 -2.22708 -0.013 -0.027 0.055 0.772
N 1.63442 1.21623 -1.87939 0.068 0.030 -0.091 0.610
H -5.19366 1.75096 -0.58683 0.005 -0.001 0.001 0.396
H 1.74189 2.73476 -3.25347 -0.036 -0.035 -0.017 0.341
H 4.13305 3.15727 -3.05813 -0.004 0.003 -0.007 0.329


Question: The highest charge belongs to which entry?
Answer: C19H19IN7O2Pt


Question: What is the charge in the third record?
Answer: 0


Question: The highest charge belongs to which entry?
Answer: C19H19IN7O2Pt


Question: Which value of charge does entry 3 give?
Answer: 0